[1]
Formula: H2N2O4S
Source: OMol25
Level of theory: the ωB97M-V functional and the def2-TZVPD basis

As for the calculated total energy: -22034.527 eV. The value obtained for the energy relative to the best compared isomer or geometry (same formula, charge and spin) is 0.663 eV.

Structure (ORCA input):
```
! wB97M-V def2-TZVPD RIJCOSX def2/J DEFGRID3
* xyz 0 1
N 2.579 0.152 -0.226
N 1.928 -0.671 0.209
O 3.230 0.999 -0.588
O -0.301 0.063 -0.850
O -1.286 0.419 1.389
O -2.349 -1.038 -0.386
S -1.125 -0.767 0.247
H -0.624 0.501 -1.596
H -2.052 0.341 1.799
*
```


[2]
Formula: C75H90N12O4
Source: OMol25
Level of theory: the ωB97M-V functional and the def2-TZVPD basis

As for the calculated total energy: -105187.945 eV.

Structure (ORCA input):
```
! wB97M-V def2-TZVPD RIJCOSX def2/J DEFGRID3
* xyz 10 1
C -0.685 -2.558 -8.190
C -0.679 -3.898 -7.631
O -1.446 -4.458 -6.873
H 0.340 -2.256 -8.312
H -1.454 -2.008 -7.814
H -0.988 -2.622 -9.304
H 0.061 -4.546 -7.957
H -6.915 15.041 -0.769
C 5.021 11.091 -3.232
N 5.816 10.548 -4.386
C 7.159 10.392 -4.236
C 7.893 9.875 -5.282
C 7.259 9.330 -6.375
C 5.919 9.485 -6.420
C 5.200 10.123 -5.458
C 7.969 8.675 -7.460
C 7.523 7.483 -8.041
C 8.103 6.900 -9.159
N 9.202 7.494 -9.722
C 9.691 8.617 -9.110
C 9.117 9.194 -8.004
C 9.970 7.028 -10.952
H 5.523 12.041 -2.990
H 5.099 10.418 -2.345
H 3.960 11.359 -3.467
H 7.552 10.687 -3.278
H 8.963 9.728 -5.085
H 5.269 8.996 -7.162
H 4.077 10.181 -5.534
H 6.708 6.965 -7.621
H 7.710 5.927 -9.537
H 10.473 9.205 -9.641
H 9.486 10.124 -7.749
H 10.849 6.422 -10.626
H 10.321 7.944 -11.428
H 9.261 6.432 -11.533
C 11.164 -12.553 4.863
N 10.068 -13.176 4.139
C 10.051 -14.529 4.022
C 9.001 -15.270 3.448
C 7.931 -14.497 3.031
C 7.970 -13.056 3.032
C 9.054 -12.458 3.600
C 6.661 -15.057 2.369
C 5.417 -14.296 2.535
C 4.402 -14.697 1.721
N 4.492 -15.702 0.814
C 5.601 -16.374 0.718
C 6.710 -16.108 1.544
C 3.364 -16.123 -0.054
H 11.579 -13.195 5.571
H 10.746 -11.678 5.342
H 11.831 -12.137 4.081
H 10.862 -15.040 4.489
H 9.060 -16.373 3.491
H 7.158 -12.554 2.647
H 9.258 -11.404 3.601
H 5.187 -13.488 3.229
H 3.423 -14.211 1.740
H 5.578 -17.223 0.075
H 7.652 -16.633 1.336
H 2.461 -15.999 0.487
H 3.635 -17.166 -0.340
H 3.422 -15.538 -1.005
C -6.639 5.873 14.069
N -6.652 7.373 13.992
C -7.765 7.895 13.461
C -8.046 9.224 13.577
C -6.973 10.037 14.074
C -5.736 9.464 14.532
C -5.655 8.102 14.552
C -7.113 11.508 14.149
C -8.329 12.049 14.518
C -8.481 13.404 14.578
N -7.496 14.253 14.282
C -6.286 13.761 13.954
C -6.041 12.418 13.946
C -7.711 15.720 14.368
H -7.458 5.599 14.764
H -5.779 5.341 14.456
H -6.831 5.532 13.049
H -8.360 7.217 12.836
H -8.997 9.519 13.234
H -5.013 10.119 14.956
H -4.842 7.486 14.971
H -9.218 11.491 14.641
H -9.463 13.821 14.803
H -5.510 14.471 13.759
H -5.075 12.020 13.640
H -7.208 16.148 13.476
H -7.232 16.030 15.274
H -8.761 15.971 14.319
C 9.767 -2.671 2.258
N 9.495 -3.528 1.078
C 8.979 -2.998 -0.011
C 8.912 -3.695 -1.198
C 9.385 -5.020 -1.272
C 10.043 -5.520 -0.135
C 10.027 -4.790 1.058
C 9.294 -5.905 -2.452
C 8.164 -5.868 -3.270
C 8.039 -6.751 -4.326
N 9.030 -7.585 -4.681
C 10.205 -7.494 -4.067
C 10.296 -6.653 -2.992
C 8.910 -8.456 -5.902
H 10.791 -2.244 2.208
H 9.643 -3.182 3.179
H 9.029 -1.846 2.378
H 8.686 -1.999 0.073
H 8.451 -3.094 -2.053
H 10.457 -6.539 -0.125
H 10.416 -5.042 2.001
H 7.314 -5.138 -2.974
H 7.092 -6.950 -4.793
H 11.024 -7.980 -4.617
H 11.246 -6.723 -2.457
H 9.492 -8.017 -6.689
H 7.888 -8.536 -6.158
H 9.304 -9.422 -5.569
C -7.708 12.514 -14.489
N -8.151 11.799 -13.226
C -8.048 10.460 -13.156
C -8.283 9.752 -11.988
C -8.573 10.441 -10.788
C -8.640 11.809 -10.865
C -8.465 12.420 -12.079
C -8.865 9.613 -9.643
C -9.681 8.515 -9.817
C -9.911 7.707 -8.727
N -9.435 7.996 -7.531
C -8.576 9.044 -7.366
C -8.284 9.888 -8.378
C -9.764 7.157 -6.342
H -7.613 13.556 -14.225
H -8.526 12.367 -15.199
H -6.783 12.140 -14.818
H -7.770 9.876 -14.024
H -8.015 8.686 -11.881
H -9.044 12.417 -10.046
H -8.545 13.451 -12.151
H -10.134 8.402 -10.781
H -10.574 6.871 -8.777
H -8.237 9.221 -6.355
H -7.591 10.701 -8.330
H -8.869 7.194 -5.677
H -9.972 6.138 -6.626
H -10.560 7.703 -5.870
C -8.141 -7.174 0.754
N -8.124 -7.550 2.228
C -8.686 -6.734 3.198
C -8.469 -6.894 4.533
C -7.796 -8.064 4.952
C -7.356 -8.972 4.011
C -7.537 -8.708 2.658
C -7.749 -8.242 6.463
C -8.754 -7.561 7.182
C -8.567 -7.412 8.530
N -7.485 -7.917 9.200
C -6.521 -8.573 8.541
C -6.621 -8.710 7.181
C -7.364 -7.570 10.648
H -8.332 -6.088 0.644
H -8.851 -7.715 0.103
H -7.147 -7.254 0.433
H -9.156 -5.828 2.770
H -8.924 -6.179 5.200
H -6.833 -9.830 4.334
H -7.023 -9.264 1.858
H -9.690 -7.193 6.729
H -9.297 -6.789 9.078
H -5.625 -8.924 9.050
H -5.768 -9.293 6.828
H -7.964 -6.708 10.750
H -6.319 -7.512 10.869
H -7.897 -8.296 11.188
O -0.480 -9.250 -7.710
C -0.522 -9.856 -6.483
O -0.039 -10.914 -5.954
O -1.018 -9.432 -5.436
H -1.102 -8.457 -7.737
*
```


[3]
Formula: C4H13NOS
Source: OMol25
Level of theory: the ωB97M-V functional and the def2-TZVPD basis

As for the calculated total energy: -18730.987 eV. The value obtained for the energy relative to the best compared isomer or geometry (same formula, charge and spin) is 1.024 eV.

Structure (ORCA input):
```
! wB97M-V def2-TZVPD RIJCOSX def2/J DEFGRID3
* xyz 0 1
C 0.434 1.164 -2.273
C -0.670 0.917 -1.258
N -0.414 -0.084 -0.216
C 0.193 0.407 1.026
C 1.694 0.077 1.175
S 1.964 -1.433 2.168
H 0.521 0.349 -3.002
H 0.181 2.041 -2.869
H 1.395 1.270 -1.769
H -1.670 0.773 -1.655
H -0.811 1.868 -0.716
H 0.214 -0.801 -0.566
H -0.329 -0.056 1.863
H 0.073 1.475 1.133
H 2.156 -0.031 0.200
H 2.223 0.905 1.653
H 2.690 -2.109 1.270
O -3.358 -2.099 1.630
H -2.562 -1.962 1.106
H -3.923 -2.672 1.100
*
```


Summary of gap between HOMO and LUMO in eV
11.207; 0.594; 9.650
(order as listed above)